(1)
Computed, not measured: 2 unconnected molecules or ions with the total composition C18H18N2O2, with ωB97M-V/def2-TZVPD.

Properties
LUMO, eV: -0.79
Energy, eV: -26032.0282
2S+1: 1
Highest occupied orbital energy, Ha: -0.2845
Total charge: 0
Orbital gap, eV: 6.953

Geometry (Å):
1 C 1.827 -1.262 2.291
2 C 1.087 -0.008 1.820
3 N 0.167 0.515 2.664
4 C -1.139 0.140 2.664
5 C -1.607 -1.278 2.375
6 O -2.047 1.002 2.833
7 O 1.478 0.505 0.770
8 H 1.140 -2.101 2.456
9 H 2.543 -1.559 1.517
10 H 2.385 -1.111 3.233
11 H -0.812 -2.042 2.433
12 H -2.397 -1.494 3.114
13 H -2.098 -1.308 1.378
14 C 3.443 5.581 1.678
15 N 2.401 4.604 2.119
16 C 1.303 4.404 1.318
17 C 1.075 5.250 0.219
18 C -0.056 5.103 -0.570
19 C -1.040 4.141 -0.217
20 C -0.849 3.320 0.885
21 C 0.313 3.418 1.680
22 C 0.457 2.642 2.852
23 C 1.554 2.912 3.684
24 C 2.535 3.923 3.310
25 C 3.559 4.240 4.233
26 C 3.710 3.545 5.430
27 C 2.778 2.554 5.785
28 C 1.729 2.240 4.925
29 H 4.383 5.354 2.191
30 H 3.582 5.453 0.601
31 H 3.106 6.605 1.908
32 H 1.831 5.986 -0.031
33 H -0.197 5.779 -1.435
34 H -1.913 4.038 -0.858
35 H -1.619 2.605 1.183
36 H -0.502 2.385 3.348
37 H 4.274 5.015 3.976
38 H 4.538 3.809 6.093
39 H 2.891 2.004 6.710
40 H 0.977 1.473 5.164

Charge distribution, natural (NBO) scheme, values in e: -0.71, 0.69, -0.65, 0.67, -0.71, -0.69, -0.60, 0.21, 0.23, 0.23, 0.21, 0.24, 0.24, -0.41, -0.35, 0.20, -0.27, -0.15, -0.24, -0.14, -0.07, 0.02, -0.09, 0.20, -0.26, -0.16, -0.25, -0.13, 0.22, 0.22, 0.21, 0.21, 0.22, 0.22, 0.26, 0.27, 0.21, 0.22, 0.22, 0.24

---

(2)
Computed, not measured: a molecular structure, C31H57FeN4O2P2, with ωB97M-V/def2-TZVPD.

Properties
LUMO (spin up / spin down), eV: -2.12 / -3.31
Energy, eV: -96087.0898
2S+1: 5
Highest occupied orbital energy (spin up / spin down), Ha: -0.3264 / -0.3681
Total charge: +1
Orbital gap (spin up / spin down), eV: 6.763 / 6.704

Geometry (Å):
1 C -0.507 1.887 -2.516
2 C 1.765 1.266 -2.220
3 C -0.162 2.652 -3.620
4 C 2.152 2.041 -3.301
5 C 1.176 2.728 -4.017
6 H -0.972 3.179 -4.113
7 H 3.209 2.076 -3.532
8 H 1.457 3.331 -4.874
9 N 0.455 1.166 -1.905
10 P -1.793 1.588 -0.036
11 P 2.027 -1.136 -0.688
12 C -1.890 1.830 -1.885
13 H -2.450 2.752 -2.087
14 H -2.439 0.980 -2.330
15 C 2.692 0.594 -1.256
16 H 3.703 0.501 -1.658
17 C 3.292 -1.766 0.610
18 C 2.115 -2.216 -2.247
19 C -1.393 3.329 0.680
20 C -3.573 1.105 0.465
21 C 2.715 -1.513 2.016
22 H 1.967 -2.271 2.280
23 H 3.527 -1.576 2.758
24 H 2.251 -0.525 2.113
25 C 3.520 -3.275 0.476
26 H 2.595 -3.847 0.613
27 H 3.981 -3.547 -0.479
28 H 4.211 -3.589 1.272
29 C 4.647 -1.047 0.499
30 H 5.408 -1.675 0.992
31 H 4.992 -0.882 -0.532
32 H 4.629 -0.082 1.026
33 C 1.530 -3.608 -1.868
34 H 0.887 -3.583 -0.971
35 H 0.895 -4.001 -2.682
36 H 2.331 -4.341 -1.693
37 C 1.226 -1.597 -3.342
38 H 0.295 -1.209 -2.929
39 H 1.713 -0.768 -3.865
40 H 0.932 -2.361 -4.077
41 C 3.566 -2.317 -2.780
42 H 4.292 -1.636 -2.311
43 H 3.979 -3.336 -2.691
44 H 3.567 -2.067 -3.852
45 C -3.620 0.942 1.991
46 H -4.647 0.686 2.288
47 H -2.967 0.127 2.325
48 H -3.334 1.847 2.541
49 C -3.928 -0.242 -0.175
50 H -3.790 -0.248 -1.263
51 H -3.354 -1.069 0.258
52 H -4.994 -0.448 0.013
53 C -4.626 2.130 0.002
54 H -4.386 2.602 -0.961
55 H -5.591 1.618 -0.139
56 H -4.801 2.915 0.746
57 C -0.361 3.998 -0.233
58 H -0.782 4.305 -1.199
59 H 0.016 4.907 0.256
60 H 0.493 3.337 -0.417
61 C -0.787 3.097 2.088
62 H 0.304 3.238 2.069
63 H -1.215 3.822 2.801
64 H -0.964 2.089 2.496
65 C -2.599 4.283 0.773
66 H -3.141 4.400 -0.181
67 H -3.310 3.998 1.562
68 H -2.219 5.287 1.037
69 Fe 0.088 0.204 -0.156
70 C -0.809 -0.930 -1.104
71 O -1.474 -1.761 -1.610
72 N 1.542 1.249 0.768
73 C 2.594 1.465 0.139
74 C 3.718 2.509 0.479
75 C 4.909 2.424 -0.460
76 C 3.118 3.900 0.310
77 C 4.159 2.296 1.935
78 H 5.397 1.448 -0.413
79 H 4.627 2.654 -1.493
80 H 5.639 3.176 -0.146
81 H 2.282 4.048 0.999
82 H 3.875 4.662 0.520
83 H 2.776 4.055 -0.720
84 H 5.253 2.287 2.026
85 H 3.793 3.110 2.570
86 H 3.777 1.356 2.353
87 C -1.845 -3.641 1.074
88 N -1.497 -3.113 2.368
89 C -0.884 -1.933 2.573
90 N -0.607 -1.588 3.861
91 O -0.577 -1.141 1.664
92 H -0.984 -3.719 0.396
93 H -2.598 -3.035 0.560
94 H -2.256 -4.641 1.248
95 H -1.710 -3.625 3.206
96 H -0.117 -0.711 4.012
97 H -0.863 -2.168 4.635

Charge distribution, Löwdin scheme, values in e: -0.30, -0.29, -0.01, -0.01, -0.01, 0.12, 0.12, 0.12, 0.01, 1.12, 1.19, -0.22, 0.09, 0.10, -0.24, 0.08, -0.63, -0.63, -0.63, -0.65, -0.10, 0.07, 0.10, 0.04, -0.09, 0.08, 0.07, 0.10, -0.08, 0.10, 0.06, 0.06, -0.09, 0.05, 0.09, 0.07, -0.09, 0.03, 0.08, 0.10, -0.07, 0.06, 0.08, 0.09, -0.08, 0.10, 0.07, 0.07, -0.10, 0.07, 0.05, 0.10, -0.09, 0.07, 0.09, 0.07, -0.10, 0.09, 0.10, 0.05, -0.10, 0.06, 0.09, 0.06, -0.10, 0.08, 0.07, 0.10, 0.34, -0.27, 0.10, 0.06, -0.35, -0.54, -0.06, -0.06, -0.04, 0.07, 0.08, 0.10, 0.07, 0.10, 0.09, 0.09, 0.09, 0.06, -0.05, 0.03, -0.60, 0.18, -0.06, 0.07, 0.07, 0.10, 0.14, 0.12, 0.10

---

(3)
Computed, not measured: a single C18H18F2N4O3 molecule, with ωB97M-V/def2-TZVPD.

Properties
LUMO, eV: 0.73
Energy, eV: -36493.9396
2S+1: 1
Highest occupied orbital energy, Ha: -0.3250
Total charge: 0
SMILES: Cc1nn(C)cc1CN(C)C(=O)c1cc(COc2ccc(F)cc2F)on1
Orbital gap, eV: 9.579

Geometry (Å):
1 C 3.238 0.020 2.063
2 C 4.417 0.072 1.160
3 N 5.582 -0.458 1.490
4 N 6.403 -0.249 0.464
5 C 7.764 -0.696 0.516
6 C 5.786 0.407 -0.538
7 C 4.491 0.644 -0.130
8 C 3.400 1.342 -0.873
9 N 2.235 0.487 -1.037
10 C 2.462 -0.756 -1.728
11 C 1.088 0.848 -0.429
12 O 0.960 1.912 0.160
13 C -0.074 -0.077 -0.485
14 C -1.400 0.333 -0.177
15 C -2.126 -0.815 -0.281
16 C -3.575 -1.106 -0.088
17 O -4.265 0.121 -0.203
18 C -5.607 0.176 -0.009
19 C -6.167 1.454 -0.096
20 C -7.517 1.672 0.074
21 C -8.340 0.591 0.341
22 F -9.661 0.785 0.511
23 C -7.833 -0.689 0.436
24 C -6.474 -0.884 0.259
25 F -6.026 -2.160 0.357
26 O -1.309 -1.829 -0.615
27 N -0.047 -1.363 -0.735
28 H 3.563 -0.206 3.075
29 H 2.709 0.971 2.050
30 H 2.544 -0.756 1.739
31 H 7.969 -1.407 -0.287
32 H 8.452 0.148 0.427
33 H 7.913 -1.183 1.477
34 H 6.298 0.667 -1.444
35 H 3.065 2.226 -0.322
36 H 3.762 1.653 -1.859
37 H 1.566 -1.071 -2.258
38 H 3.273 -0.610 -2.441
39 H 2.743 -1.552 -1.034
40 H -1.728 1.318 0.073
41 H -3.903 -1.829 -0.846
42 H -3.728 -1.554 0.905
43 H -5.498 2.273 -0.305
44 H -7.935 2.663 0.004
45 H -8.472 -1.532 0.642

Charge distribution, natural (NBO) scheme, values in e: -0.65, 0.14, -0.27, -0.16, -0.40, -0.04, -0.15, -0.24, -0.40, -0.41, 0.65, -0.63, 0.04, -0.31, 0.29, -0.11, -0.48, 0.21, -0.20, -0.28, 0.39, -0.32, -0.33, 0.34, -0.33, -0.26, -0.12, 0.23, 0.23, 0.22, 0.20, 0.20, 0.24, 0.21, 0.26, 0.20, 0.23, 0.20, 0.21, 0.26, 0.21, 0.21, 0.23, 0.24, 0.25

---

(4)
Computed, not measured: 2 unconnected molecules or ions with the total composition C6H12O, with ωB97M-V/def2-TZVPD.

Properties
LUMO, eV: 0.27
Energy, eV: -8459.3426
2S+1: 1
Highest occupied orbital energy, Ha: -0.3102
Total charge: 0
Orbital gap, eV: 8.707

Geometry (Å):
1 C 2.458 -0.429 -0.949
2 C 0.598 -1.154 0.944
3 C -0.519 -1.092 0.046
4 C -1.730 -0.576 0.880
5 C -1.204 0.252 -0.216
6 C -0.522 1.572 0.062
7 O -1.479 2.604 0.221
8 H 1.942 -1.205 -1.526
9 H 3.508 -0.697 -0.809
10 H 2.364 0.535 -1.459
11 H 2.004 -0.318 0.050
12 H 1.085 -2.141 0.814
13 H -0.766 -1.869 -0.682
14 H -2.646 -1.142 0.753
15 H -1.485 -0.295 1.900
16 H -1.788 0.246 -1.134
17 H 0.134 1.479 0.936
18 H 0.092 1.870 -0.794
19 H -2.045 2.358 0.965

Charge distribution, natural (NBO) scheme, values in e: -0.83, -0.15, -0.40, -0.34, -0.23, -0.07, -0.71, 0.21, 0.22, 0.22, 0.22, 0.12, 0.20, 0.23, 0.24, 0.23, 0.19, 0.18, 0.46

---

(5)
Computed, not measured: a molecular structure, C38H39N6PdS, with ωB97M-V/def2-TZVPD.

Properties
LUMO, eV: -4.78
Energy, eV: -63288.9734
2S+1: 1
Highest occupied orbital energy, Ha: -0.3975
Total charge: +1
Orbital gap, eV: 6.040

Geometry (Å):
1 Pd 0.135 1.609 0.725
2 C -2.978 -3.932 -1.341
3 C -3.060 -4.090 0.151
4 C -3.900 -5.032 0.734
5 C -3.982 -5.176 2.111
6 C -3.196 -4.389 2.936
7 C -2.333 -3.457 2.381
8 C -2.285 -3.297 1.001
9 N -1.398 -2.352 0.409
10 C -1.268 -1.050 0.739
11 N -2.201 -0.556 1.568
12 C -2.223 0.657 2.276
13 C -1.267 1.663 2.160
14 C -1.358 2.782 2.987
15 C -2.407 2.914 3.874
16 C -3.386 1.935 3.946
17 C -3.313 0.802 3.161
18 C -4.373 -0.264 3.260
19 N -0.327 -0.302 0.205
20 C 0.655 -1.053 -0.539
21 C 1.661 -1.717 0.159
22 C 2.476 -2.624 -0.496
23 C 2.277 -2.869 -1.849
24 C 1.296 -2.178 -2.542
25 C 0.467 -1.255 -1.907
26 C -0.634 -0.569 -2.663
27 H -3.711 -4.565 -1.835
28 H -1.994 -4.216 -1.725
29 H -3.162 -2.899 -1.643
30 H -4.509 -5.656 0.092
31 H -4.652 -5.910 2.536
32 H -3.233 -4.510 4.010
33 H -1.679 -2.873 3.018
34 H -0.833 -2.670 -0.366
35 H -2.926 -1.212 1.819
36 H -0.616 3.564 2.940
37 H -2.461 3.791 4.503
38 H -4.217 2.046 4.629
39 H -5.156 0.048 3.947
40 H -3.974 -1.211 3.636
41 H -4.849 -0.458 2.294
42 H 1.773 -1.538 1.221
43 H 3.250 -3.147 0.049
44 H 2.896 -3.589 -2.368
45 H 1.160 -2.355 -3.602
46 H -0.427 -0.582 -3.732
47 H -0.742 0.469 -2.354
48 H -1.597 -1.062 -2.500
49 C 5.157 0.680 -2.522
50 C 3.723 0.149 -2.455
51 C 2.704 1.149 -2.952
52 C 2.645 1.313 -4.336
53 C 1.782 2.209 -4.927
54 C 0.964 2.988 -4.125
55 C 0.977 2.866 -2.744
56 C 0.084 3.792 -1.954
57 C -1.208 3.153 -1.457
58 C 1.844 1.924 -2.153
59 N 1.797 1.732 -0.738
60 C 2.881 1.655 -0.044
61 C 2.812 1.314 1.344
62 C 3.735 1.217 2.368
63 C 3.016 0.935 3.544
64 C 1.673 0.877 3.217
65 N 1.567 1.034 1.876
66 H 5.870 -0.095 -2.241
67 H 5.318 1.537 -1.866
68 H 5.400 1.011 -3.532
69 H 3.489 -0.204 -1.450
70 H 3.657 -0.732 -3.093
71 H 3.303 0.711 -4.953
72 H 1.754 2.316 -6.003
73 H 0.305 3.719 -4.576
74 H -0.189 4.629 -2.600
75 H 0.623 4.217 -1.109
76 H -1.764 2.636 -2.238
77 H -1.854 3.855 -0.933
78 H -0.947 2.369 -0.715
79 H 3.851 1.857 -0.482
80 H 4.802 1.326 2.265
81 H 3.424 0.765 4.526
82 H 0.810 0.704 3.837
83 S 2.486 5.094 2.414
84 C 1.445 4.149 1.685
85 N 0.649 3.486 1.107

Charge distribution, Löwdin scheme, values in e: 1.22, -0.03, -0.20, -0.03, -0.06, -0.07, -0.04, -0.20, 0.17, -0.33, 0.16, -0.18, -0.15, -0.10, -0.06, -0.03, -0.20, -0.03, 0.02, -0.27, -0.03, -0.06, -0.07, -0.04, -0.23, -0.01, 0.08, 0.09, 0.08, 0.12, 0.11, 0.11, 0.12, 0.14, 0.10, 0.08, 0.12, 0.12, 0.09, 0.08, 0.10, 0.12, 0.11, 0.11, 0.12, 0.09, 0.05, 0.08, -0.07, -0.21, -0.16, -0.04, -0.06, -0.03, -0.17, -0.19, -0.07, -0.15, 0.04, -0.05, -0.30, -0.01, -0.05, -0.11, -0.07, 0.08, 0.07, 0.08, 0.09, 0.11, 0.12, 0.11, 0.12, 0.12, 0.09, 0.09, 0.09, 0.00, 0.13, 0.12, 0.11, 0.12, 0.69, -0.93, -0.07

---

(6)
Computed, not measured: a gas-phase ion, C32H30NO2 (charge +1), with ωB97M-V/def2-TZVPD.

Properties
LUMO, eV: -4.09
Energy, eV: -39247.7327
2S+1: 1
Highest occupied orbital energy, Ha: -0.3771
Total charge: +1
SMILES: COc1ccc(C(=C[C@@H](c2ccccc2)[C@H]2C=[N+](C)c3ccccc32)c2ccc(OC)cc2)cc1
Orbital gap, eV: 6.172

Geometry (Å):
1 C 7.382 -2.220 -2.039
2 O 6.381 -2.770 -1.165
3 C 5.155 -2.178 -1.117
4 C 4.152 -2.837 -0.357
5 C 2.871 -2.324 -0.303
6 C 2.560 -1.097 -0.938
7 C 1.188 -0.551 -0.910
8 C 0.104 -1.422 -0.777
9 C -1.221 -1.053 -0.275
10 C -2.351 -1.893 -0.838
11 C -3.631 -1.327 -1.022
12 C -4.744 -2.136 -1.249
13 C -4.594 -3.518 -1.375
14 C -3.321 -4.077 -1.302
15 C -2.201 -3.270 -1.082
16 C -1.298 -0.841 1.561
17 C -0.272 -0.158 2.333
18 N -0.786 0.888 3.008
19 C -0.017 1.883 3.759
20 C -2.182 0.855 2.938
21 C -3.088 1.765 3.507
22 C -4.455 1.470 3.350
23 C -4.838 0.317 2.657
24 C -3.905 -0.596 2.130
25 C -2.541 -0.286 2.202
26 C 1.008 0.910 -0.936
27 C 1.837 1.741 -0.144
28 C 1.621 3.105 -0.097
29 C 0.650 3.690 -0.946
30 O 0.571 5.050 -0.913
31 C -0.274 5.706 -1.878
32 C -0.146 2.869 -1.779
33 C 0.007 1.496 -1.725
34 C 3.579 -0.427 -1.641
35 C 4.846 -0.970 -1.786
36 H 8.267 -2.825 -1.834
37 H 7.092 -2.329 -3.100
38 H 7.599 -1.158 -1.820
39 H 4.434 -3.754 0.160
40 H 2.103 -2.844 0.257
41 H 0.326 -2.472 -0.985
42 H -1.439 0.025 -0.378
43 H -3.762 -0.241 -0.924
44 H -5.736 -1.680 -1.323
45 H -5.464 -4.145 -1.558
46 H -3.194 -5.159 -1.417
47 H -1.214 -3.747 -1.033
48 H -1.244 -1.970 1.529
49 H 0.809 -0.319 2.348
50 H -0.667 2.644 4.201
51 H 0.539 1.411 4.576
52 H 0.694 2.385 3.094
53 H -2.764 2.655 4.047
54 H -5.215 2.126 3.761
55 H -5.893 0.123 2.528
56 H -4.228 -1.514 1.659
57 H 2.626 1.290 0.467
58 H 2.214 3.748 0.555
59 H -0.192 6.759 -1.607
60 H 0.091 5.552 -2.909
61 H -1.328 5.382 -1.810
62 H -0.866 3.338 -2.448
63 H -0.633 0.883 -2.353
64 H 3.386 0.524 -2.137
65 H 5.611 -0.485 -2.397

Charge distribution, natural (NBO) scheme, values in e: -0.26, -0.49, 0.35, -0.27, -0.18, -0.07, 0.07, -0.30, -0.13, 0.00, -0.22, -0.20, -0.19, -0.20, -0.21, -0.36, 0.21, -0.29, -0.42, 0.18, -0.24, -0.19, -0.20, -0.17, -0.07, -0.16, -0.17, -0.28, 0.34, -0.49, -0.26, -0.33, -0.10, -0.16, -0.31, 0.21, 0.19, 0.18, 0.24, 0.21, 0.22, 0.24, 0.22, 0.23, 0.23, 0.23, 0.22, 0.31, 0.24, 0.24, 0.23, 0.24, 0.23, 0.24, 0.23, 0.24, 0.23, 0.24, 0.21, 0.19, 0.18, 0.23, 0.22, 0.23, 0.23

---

Computed maximum force, in the same sequence as the records: 3.1; 9.5; 1.1; 0.4; 0.6; 3.2 eV/A.
Computed energy relative to the best compared isomer or geometry (same formula, charge and spin), in the same sequence as the records: 69.5; 0.0; 14.4; 115.6; 0.0; 20.4 kcal/mol.